1.
Molecular formula: C43H50GaO13S
Method: DFT, ωB97M-V/def2-TZVPD

ORCA input file:
```
! RIJCOSX wB97M-V def2-TZVPD def2/J DEFGRID3
* xyz -1 1
C 0.3757 -3.5004 -1.0814
C 0.3434 -2.4565 -2.1974
C -0.5578 -2.8523 -3.3589
C -0.4979 -1.9234 -4.5693
C 0.8421 -2.0480 -5.2976
Ga -0.9759 0.0244 -4.2858
C -2.4534 0.5475 -2.9993
C -2.8705 -0.4316 -1.9018
C -3.8335 0.1397 -0.8436
C -5.2713 -0.3701 -0.9381
C -5.9095 -0.1389 -2.2941
O -6.9949 -1.0385 -2.4600
C -7.6734 -0.8675 -3.6849
C -9.0772 -1.4087 -3.5519
S 0.8909 1.2817 -3.4202
C 0.8844 1.2420 -1.6276
O 0.6090 2.7046 -3.7035
O 2.2213 0.7919 -3.7935
H 1.1709 -4.2319 -1.2438
H 0.5388 -3.0460 -0.1019
H -0.5647 -4.0562 -1.0454
H 1.3548 -2.2821 -2.5739
H -0.0063 -1.5037 -1.7965
H -1.5859 -2.9097 -2.9818
H -0.2892 -3.8796 -3.6580
H -1.2730 -2.2650 -5.2687
H 0.8566 -1.4472 -6.2107
H 1.0472 -3.0909 -5.5797
H 1.6807 -1.6913 -4.6968
H -1.1857 0.7290 -5.7016
H -3.3217 0.8016 -3.6200
H -2.1521 1.4910 -2.5274
H -3.3406 -1.3120 -2.3577
H -1.9773 -0.8109 -1.3988
H -3.8309 1.2324 -0.9154
H -3.4641 -0.0919 0.1590
H -5.3127 -1.4433 -0.7299
H -5.8808 0.1213 -0.1738
H -5.1764 -0.2777 -3.0964
H -6.2887 0.8902 -2.3719
H -7.6902 0.1972 -3.9527
H -7.1331 -1.3916 -4.4849
H -9.5993 -1.3614 -4.5087
H -9.0459 -2.4495 -3.2272
H -9.6419 -0.8363 -2.8156
H 1.7525 1.8189 -1.3114
H -0.0395 1.7082 -1.2832
H 0.9641 0.2227 -1.2606
C 3.2089 1.2004 3.4302
C 3.7431 2.1300 4.2159
C 4.0352 3.4914 3.7028
O 4.5130 4.3410 4.4298
C 3.7264 3.7769 2.2826
C 3.1901 2.8492 1.4944
C 2.8826 1.4875 2.0067
O 2.3847 0.6466 1.2958
H 2.9804 0.1993 3.7735
H 3.9875 1.9529 5.2557
H 3.9687 4.7727 1.9341
H 2.9517 3.0286 0.4537
C -1.2026 -7.1898 2.3613
C -1.4593 -6.7305 1.1401
C -0.6761 -7.1821 -0.0375
O -0.8966 -6.7492 -1.1447
C 0.4072 -8.1743 0.1991
C 0.6636 -8.6324 1.4203
C -0.1174 -8.1699 2.5955
O 0.1404 -8.5791 3.7113
H -1.7459 -6.8594 3.2355
H -2.2317 -5.9994 0.9388
H 0.9648 -8.4830 -0.6761
H 1.4480 -9.3501 1.6259
C -3.4857 5.1965 -0.8859
C -3.8045 6.1512 -1.7534
C -3.0647 6.3059 -3.0358
O -3.3635 7.1924 -3.8114
C -1.9714 5.3490 -3.3129
C -1.6465 4.3883 -2.4491
C -2.3741 4.2459 -1.1646
O -2.0812 3.3940 -0.3510
H -4.0029 5.0605 0.0560
H -4.6042 6.8609 -1.5804
H -1.4535 5.4648 -4.2566
H -0.8489 3.6793 -2.6613
C 1.4040 -3.3512 5.3157
C 2.4341 -3.1901 6.1405
C 3.3321 -4.3237 6.4797
O 4.2682 -4.1786 7.2364
C 3.0350 -5.6406 5.8620
C 2.0054 -5.8051 5.0360
C 1.1096 -4.6700 4.6953
O 0.1685 -4.8025 3.9418
H 0.7332 -2.5448 5.0470
H 2.6731 -2.2414 6.6042
H 3.7011 -6.4502 6.1324
H 1.7592 -6.7613 4.5939
C 6.8534 7.7553 4.7617
C 6.7056 6.7078 3.9547
C 7.2223 6.7379 2.5626
O 7.0803 5.7920 1.8180
C 7.9151 7.9722 2.1078
C 8.0638 9.0147 2.9193
C 7.5450 8.9880 4.3121
O 7.6871 9.9410 5.0489
H 6.4817 7.7646 5.7786
H 6.1992 5.7983 4.2515
H 8.2792 7.9633 1.0883
H 8.5612 9.9279 2.6176
*
```

Results
HOMO-LUMO gap = 4.69 eV


2.
Molecular formula: C4H4F2
Method: DFT, ωB97M-V/def2-TZVPD

ORCA input file:
```
! RIJCOSX wB97M-V def2-TZVPD def2/J DEFGRID3
* xyz 0 1
C 1.0390 0.5424 1.4094
C 0.1489 -0.0425 0.6587
C 0.1242 -0.0173 -0.7410
C -1.0147 -0.4613 -1.3627
F -1.2676 -0.5279 -2.6295
F -2.0861 -0.9380 -0.7212
H 1.8441 1.1592 1.0831
H 1.0432 0.3691 2.5143
H -0.7212 -0.5258 1.1469
H 0.8903 0.4419 -1.3581
*
```

Results
ΔE to the lowest compared entry with this formula, charge and spin = 24.3 kJ/mol
HOMO-LUMO gap = 9.75 eV
structure (SMILES) = C=CC=C(F)F


3.
Molecular formula: C23H26As2CoF3O5S6
Method: DFT, ωB97M-V/def2-TZVPD

ORCA input file:
```
! RIJCOSX wB97M-V def2-TZVPD def2/J DEFGRID3
* xyz 0 5
Co -0.0405 0.4280 -0.1508
C 0.9454 4.3955 -1.6961
C 0.1264 3.1698 -1.3776
O 0.7585 2.1180 -1.1793
C -1.3183 3.2623 -1.3370
C -1.9485 4.5185 -1.4538
C -3.3120 4.6445 -1.4790
C -4.1005 3.4854 -1.4043
C -3.5231 2.2474 -1.2937
C -2.1190 2.0934 -1.2350
O -1.6333 0.8917 -1.1210
H 1.9875 4.1016 -1.7900
H 0.8521 5.1225 -0.8871
H 0.6112 4.8732 -2.6162
H -1.3407 5.4112 -1.5157
H -3.7728 5.6193 -1.5567
H -5.1803 3.5692 -1.4290
H -4.1224 1.3481 -1.2265
C 4.0179 0.7369 -1.0614
As 2.6664 0.5260 0.3326
C 3.3863 1.7907 1.6280
C 3.1193 -1.2558 0.9515
C 4.1028 -1.5398 1.8908
C 4.3543 -2.8476 2.2783
C 3.6237 -3.8829 1.7162
C 2.6434 -3.6102 0.7736
C 2.3762 -2.3007 0.3840
As 0.9319 -1.8988 -0.8795
C 0.0288 -3.6218 -0.9586
C 1.8067 -1.9492 -2.6214
H 5.0142 0.7707 -0.6226
H 3.8145 1.6656 -1.5934
H 3.9678 -0.0933 -1.7621
H 3.9699 1.3035 2.4060
H 2.5621 2.3309 2.0817
H 4.0228 2.4923 1.0908
H 4.6803 -0.7371 2.3325
H 5.1165 -3.0563 3.0178
H 3.8111 -4.9064 2.0145
H 2.0823 -4.4355 0.3570
H -0.8000 -3.5408 -1.6596
H -0.3564 -3.8785 0.0264
H 0.7088 -4.3954 -1.3122
H 2.5462 -2.7462 -2.6758
H 2.2737 -0.9903 -2.8317
H 1.0256 -2.1221 -3.3621
C -5.0391 -2.2984 1.9258
S -4.8370 -3.6478 0.7324
C -4.0947 -2.9165 -0.6510
C -3.0711 -1.9580 -0.6814
S -2.2263 -1.4579 0.6619
S -2.6528 -1.4252 -2.3187
C -3.5442 -2.6323 -3.1810
S -3.4395 -2.8779 -4.7866
S -4.6329 -3.5391 -2.1673
H -5.9246 -2.5605 2.5026
H -5.2115 -1.3626 1.4007
H -4.1715 -2.2048 2.5682
F -0.2158 2.6301 4.5332
C 0.1946 1.4339 4.1132
F 1.5248 1.4700 3.9792
F -0.1011 0.5291 5.0445
S -0.6407 1.0018 2.5319
O -0.3805 2.1096 1.6179
O -2.0001 0.7841 2.9267
O 0.0973 -0.1854 2.0551
*
```

Results
ΔE to the lowest compared entry with this formula, charge and spin = 22.0 kJ/mol
HOMO-LUMO gap (alpha / beta) = 7.54 / 5.70 eV